The following is a DFT calculation (ωB97M-V/def2-TZVPD) of a single C13H12BrClN2O2S molecule in a non-equilibrium geometry.

```
32
Properties=species:S:1:pos:R:3:nbo_charge:R:1
O -0.504 3.266 -1.802 -0.90
S 0.711 2.429 -1.526 2.33
O 1.868 2.484 -2.333 -0.93
N 1.280 2.996 -0.084 -0.80
H 0.630 2.831 0.442 0.35
C 2.618 2.859 0.289 -0.21
H 2.721 3.529 1.188 0.21
C 3.100 1.244 0.559 -0.42
C 2.115 0.506 1.398 -0.05
C 1.185 1.074 2.353 -0.21
C 0.399 0.412 3.301 -0.26
C 0.366 -0.984 2.940 -0.16
C 1.013 -1.695 1.749 -0.19
C 1.881 -0.846 1.304 -0.14
H 2.608 -1.397 0.410 0.18
H 0.868 -2.542 1.767 0.17
H -0.624 -1.588 3.333 0.20
H -0.359 0.911 3.835 0.23
H 1.337 2.042 2.711 0.20
H 3.019 0.915 -0.330 0.20
H 4.067 1.229 1.012 0.23
H 3.279 3.364 -0.314 0.22
C 0.334 0.862 -1.221 -0.59
C 0.934 -0.039 -1.905 0.08
N 0.915 -1.609 -1.751 -0.36
C -0.372 -1.852 -1.034 0.09
C -1.168 -0.825 -0.566 -0.13
C -0.695 0.465 -0.393 -0.09
H -1.371 1.430 -0.088 0.28
Br -2.636 -1.295 0.681 0.06
Cl -0.634 -3.478 -0.824 0.12
H 1.950 -0.031 -2.703 0.28
```

Calculated values
- Charge: 0
- SMILES: O=S(=O)(NCCc1ccccc1)c1cnc(Cl)c(Br)c1
- LUMO level: -1.2 eV
- Kohn-Sham gap: 7.94 eV



The following is a DFT calculation (ωB97M-V/def2-TZVPD) of a molecular structure, C7H19N2 in a non-equilibrium geometry.

```
28
Properties=species:S:1:pos:R:3:nbo_charge:R:1
C 1.766 -1.078 0.296 -0.63
C -0.548 -1.947 0.672 -0.65
C 0.163 -0.027 1.927 -0.65
C -0.472 -0.548 -1.892 -0.67
C 0.541 1.545 -0.967 -0.25
C 0.305 -0.691 0.596 -0.01
C -0.301 0.242 -0.650 0.13
N -1.640 0.751 -0.242 -0.80
N -0.129 2.561 -0.131 -0.75
H 2.485 -0.247 0.288 0.22
H 2.261 -1.845 0.891 0.25
H 1.784 -1.440 -0.702 0.22
H -1.528 -1.866 0.809 0.21
H -0.315 -2.769 -0.012 0.24
H -0.357 -2.367 1.710 0.24
H -0.882 0.061 2.241 0.20
H 0.604 -0.768 2.594 0.25
H 0.669 0.856 2.175 0.21
H -0.966 -1.511 -1.538 0.24
H -0.927 -0.039 -2.711 0.23
H 0.436 -0.962 -2.391 0.25
H 1.519 1.645 -0.518 0.23
H 0.554 1.762 -2.016 0.23
H -2.276 0.756 -1.009 0.41
H -2.039 0.177 0.519 0.42
H 0.016 3.440 -0.457 0.42
H 0.081 2.368 0.778 0.40
H -1.188 1.916 -0.024 0.43
```

Calculated values
- Charge: +1
- LUMO level: -2.7 eV
- Kohn-Sham gap: 12.06 eV



The following is a DFT calculation (ωB97M-V/def2-TZVPD) of a single C4H6S2 molecule in a non-equilibrium geometry.

```
12
Properties=species:S:1:pos:R:3:nbo_charge:R:1
C -1.192 0.413 0.260 -0.52
C 0.171 -0.236 0.596 -0.40
C 0.492 -1.266 -0.357 -0.05
C 0.782 -2.160 -1.138 -0.18
H -0.159 1.994 -0.928 0.15
H -2.014 -0.312 0.227 0.24
H -1.330 1.264 0.986 0.22
H 0.095 -0.652 1.630 0.26
H 1.788 1.559 1.587 0.12
H 1.021 -2.783 -1.984 0.24
S -1.247 1.208 -1.374 -0.06
S 1.593 0.972 0.495 -0.02
```

Calculated values
- Charge: 0
- SMILES: C#C[C@@H](S)CS
- LUMO level: 0.6 eV
- Kohn-Sham gap: 9.62 eV



The following is a DFT calculation (ωB97M-V/def2-TZVPD) of a single C2H4N4O molecule in a non-equilibrium geometry.

```
11
Properties=species:S:1:pos:R:3:nbo_charge:R:1
C -2.246 -0.161 0.240 0.42
C 0.287 0.396 0.026 -0.42
N -3.278 -1.044 0.189 -0.25
N -2.651 1.067 0.042 -0.16
N -4.306 -0.367 -0.022 0.14
N -0.710 -0.578 0.360 -0.61
O -3.975 0.935 -0.117 -0.12
H 1.137 0.224 0.692 0.20
H 0.628 0.323 -1.012 0.18
H -0.106 1.393 0.206 0.22
H -0.616 -1.504 -0.020 0.39
```

Calculated values
- Charge: 0
- SMILES: CNc1nnon1
- LUMO level: 0.4 eV
- Kohn-Sham gap: 10.07 eV



The following is a DFT calculation (ωB97M-V/def2-TZVPD) of a molecular structure, C22H42LaNP3S2 in a non-equilibrium geometry.

```
71
Properties=species:S:1:pos:R:3:lowdin_charge:R:1
La 0.202 1.673 0.071 1.52
P -1.679 -0.108 -1.256 0.68
P -0.698 -0.605 1.991 0.70
P 1.717 -3.650 -1.955 0.79
H 4.443 3.090 -2.249 0.13
C 3.988 2.130 -2.502 0.29
C 2.705 2.116 -3.178 -0.21
H 2.447 3.171 -3.360 0.14
C -2.628 1.492 -1.209 -0.30
C -3.016 -1.306 -0.907 -0.25
C -1.437 -0.358 -3.048 -0.24
C 0.437 -0.576 3.431 -0.27
C -2.264 -0.096 2.809 -0.26
C -1.002 -2.410 1.863 -0.24
C 2.681 -4.958 -2.722 -0.23
C -0.034 -4.028 -2.086 -0.25
C 2.139 -3.628 -0.197 -0.26
H 4.644 1.266 -2.484 0.11
H 2.706 1.545 -4.117 0.13
H -2.007 2.416 -1.193 -0.01
H -3.302 1.515 -0.337 0.05
H -3.221 1.500 -2.136 0.07
H -3.380 -1.211 0.124 0.03
H -2.653 -2.333 -1.051 0.04
H -3.853 -1.126 -1.600 0.08
H -0.502 0.110 -3.387 0.03
H -2.287 0.093 -3.581 0.07
H -1.375 -1.436 -3.264 0.05
H 0.100 -1.281 4.204 0.07
H 0.475 0.437 3.853 0.04
H 1.447 -0.854 3.100 0.04
H -2.511 -0.798 3.617 0.07
H -3.085 -0.083 2.081 0.04
H -2.165 0.910 3.228 0.01
H -1.281 -2.818 2.845 0.07
H -0.104 -2.932 1.516 0.02
H -1.811 -2.622 1.156 0.03
H 2.836 -5.774 -2.003 0.07
H 3.655 -4.551 -3.033 0.06
H 2.143 -5.339 -3.601 0.07
H -0.176 -5.118 -2.122 0.07
H -0.430 -3.589 -3.016 0.04
H -0.600 -3.626 -1.230 0.03
H 1.874 -4.596 0.254 0.07
H 1.616 -2.816 0.332 0.01
H 3.220 -3.464 -0.088 0.06
C 2.467 0.138 -1.769 -0.60
C 2.743 -0.100 -0.423 -0.14
C 2.870 0.952 0.519 -0.18
C 2.680 2.315 0.146 -0.25
C 2.009 2.609 -1.050 -0.36
C 1.820 1.501 -2.089 -0.42
S 2.975 -0.965 -3.038 0.81
H 2.195 -2.069 -2.648 -0.26
H 2.970 -1.125 -0.100 0.10
H 3.219 0.746 1.533 0.12
H 2.895 3.148 0.828 0.14
H 1.826 3.627 -1.422 0.15
H 0.752 1.376 -2.443 0.10
S -0.603 4.221 0.849 0.58
C -1.673 3.776 2.127 -0.73
N -1.158 3.684 3.409 0.07
C -1.935 3.453 4.507 -0.02
C -3.288 3.244 4.354 -0.01
C -3.850 3.300 3.070 0.01
C -3.050 3.581 1.965 -0.07
H -0.160 3.883 3.523 0.16
H -1.409 3.425 5.460 0.15
H -3.908 3.069 5.229 0.14
H -4.920 3.175 2.941 0.14
H -3.444 3.665 0.960 0.11
```

Calculated values
- Charge: +3
- LUMO level: -10.5 eV
- Kohn-Sham gap: 4.49 eV



The following is a DFT calculation (ωB97M-V/def2-TZVPD) of a single C3H5NS molecule in a non-equilibrium geometry.

```
10
Properties=species:S:1:pos:R:3:nbo_charge:R:1
C 1.278 -1.319 -0.005 -0.43
C -0.010 -0.872 0.056 -0.06
C -1.233 1.258 0.018 -0.01
H 1.819 -2.286 0.477 0.24
H 2.046 -0.496 -0.439 0.19
H -0.679 -1.446 0.826 0.24
H 0.466 0.970 -0.767 0.41
H -2.095 0.802 0.600 0.20
N -0.252 0.444 -0.366 -0.58
S -1.340 2.944 -0.402 -0.22
```

Calculated values
- Charge: 0
- SMILES: C=CNC=S
- LUMO level: 0.1 eV
- Kohn-Sham gap: 8.68 eV



The following is a DFT calculation (ωB97M-V/def2-TZVPD) of 2 unconnected molecules or ions with the total composition C5H12N2OS in a non-equilibrium geometry.

```
21
Properties=species:S:1:pos:R:3:nbo_charge:R:1
C 2.510 -1.584 -0.780 -0.15
C -1.841 0.727 -0.261 0.32
C -2.610 1.852 0.383 -0.69
C -2.645 -0.220 -1.106 -0.68
C 3.813 -0.770 1.053 -0.43
N -0.604 0.531 -0.165 -0.65
N 3.098 -0.576 -0.183 -0.45
O 3.794 1.856 0.201 -0.98
S 3.087 1.012 -0.783 0.93
H 1.976 -1.393 -1.688 0.20
H 2.558 -2.574 -0.368 0.19
H -3.586 1.511 0.721 0.22
H -2.759 2.638 -0.361 0.23
H -2.062 2.277 1.223 0.22
H -2.179 -0.321 -2.083 0.23
H -3.671 0.118 -1.220 0.21
H -2.638 -1.205 -0.641 0.23
H 3.611 0.077 1.711 0.25
H 3.513 -1.699 1.530 0.21
H 4.889 -0.779 0.861 0.23
H -0.102 1.204 0.411 0.34
```

Calculated values
- Charge: 0
- LUMO level (spin up / spin down): 0.2 / 0.4 eV
- Kohn-Sham gap (spin up / spin down): 6.81 / 7.24 eV



The following is a DFT calculation (ωB97M-V/def2-TZVPD) of a molecular structure, C5H9N in a non-equilibrium geometry.

```
15
Properties=species:S:1:pos:R:3:nbo_charge:R:1
C -2.178 0.135 0.141 -0.59
C -0.789 -0.456 -0.159 -0.48
C 0.180 0.321 0.686 -0.08
C 2.133 -0.695 -0.078 -0.70
C 0.524 1.608 0.182 0.15
N 0.778 2.699 -0.137 -0.30
H -2.404 0.080 1.210 0.22
H -2.238 1.182 -0.172 0.22
H -2.939 -0.429 -0.406 0.22
H -0.774 -1.509 0.141 0.22
H -0.603 -0.398 -1.240 0.20
H 1.390 -0.391 0.789 0.23
H 2.146 -1.786 -0.023 0.23
H 1.864 -0.356 -1.076 0.23
H 3.074 -0.246 0.245 0.24
```

Calculated values
- Charge: 0
- LUMO level: -0.7 eV
- Kohn-Sham gap: 8.15 eV



Which of these has the highest charge? C22H42LaNP3S2